Here is 9 unconnected molecules or ions with the total composition C64H126F15N4O10 from the Open Molecules 2025 dataset. Energies are from ωB97M-V/def2-TZVPD.

Computed properties:
Orbital gap in eV: 3.1
HOMO level in eV: -3.30
LUMO level in hartree: -0.006

Geometry as ORCA input:
```
! wB97M-V def2-TZVPD RIJCOSX def2/J DEFGRID3
* xyz -1 1
C 16.36 4.39 -16.16
C 15.00 3.70 -15.95
C 14.57 3.41 -14.46
C 13.08 3.08 -14.29
N 12.53 3.12 -12.84
C 12.45 4.63 -12.33
C 11.04 4.67 -11.71
C 10.21 3.94 -12.64
C 11.00 2.69 -12.96
C 13.23 2.23 -11.80
C 13.43 0.73 -12.21
C 14.10 0.12 -10.96
H 16.47 5.12 -15.36
H 16.43 5.02 -17.05
H 17.12 3.61 -16.09
H 14.84 2.84 -16.60
H 14.36 4.52 -16.29
H 14.74 4.27 -13.81
H 15.10 2.58 -14.01
H 12.91 2.10 -14.73
H 12.47 3.68 -14.97
H 13.31 4.79 -11.68
H 12.50 5.31 -13.19
H 11.00 4.37 -10.66
H 10.79 5.72 -11.60
H 9.27 3.62 -12.20
H 9.92 4.54 -13.50
H 10.76 1.99 -12.16
H 10.59 2.37 -13.92
H 12.64 2.32 -10.89
H 14.14 2.75 -11.51
H 14.12 0.50 -13.01
H 12.44 0.27 -12.31
H 13.59 0.26 -10.01
H 15.11 0.53 -10.96
H 14.39 -0.92 -11.06
C 11.22 10.78 -6.07
C 11.30 9.41 -6.72
C 9.86 8.88 -7.07
C 9.33 9.38 -8.40
N 7.76 9.14 -8.55
C 7.30 9.69 -9.91
C 6.33 10.83 -9.65
C 6.61 11.27 -8.22
C 6.90 9.94 -7.49
C 7.36 7.59 -8.42
C 8.00 6.68 -9.48
C 7.88 5.17 -9.30
H 12.20 11.19 -5.86
H 10.71 10.74 -5.11
H 10.82 11.52 -6.77
H 11.71 8.66 -6.04
H 12.05 9.46 -7.51
H 9.22 9.15 -6.22
H 9.93 7.80 -7.18
H 9.83 8.85 -9.21
H 9.44 10.45 -8.54
H 6.76 9.01 -10.56
H 8.16 9.91 -10.53
H 5.26 10.72 -9.81
H 6.63 11.53 -10.43
H 5.87 11.92 -7.77
H 7.54 11.80 -8.45
H 5.99 9.36 -7.37
H 7.39 9.94 -6.52
H 6.28 7.48 -8.54
H 7.69 7.26 -7.44
H 9.09 6.76 -9.41
H 7.58 6.92 -10.46
H 8.39 4.62 -10.10
H 6.86 5.11 -9.66
H 8.10 4.67 -8.36
C 21.10 8.16 -7.07
C 20.15 6.90 -7.12
C 19.95 6.34 -8.52
C 18.67 5.43 -8.74
N 18.36 4.91 -10.13
C 19.47 3.95 -10.60
C 18.89 2.59 -10.70
C 17.65 2.53 -9.81
C 17.17 3.94 -9.88
C 18.07 6.07 -11.14
C 17.94 5.65 -12.60
C 18.11 6.97 -13.47
H 21.15 8.84 -6.22
H 21.02 8.80 -7.94
H 22.08 7.68 -7.13
H 19.15 7.26 -6.88
H 20.60 6.27 -6.35
H 20.73 5.62 -8.74
H 20.05 7.10 -9.30
H 17.82 5.90 -8.25
H 18.71 4.53 -8.12
H 19.89 4.31 -11.54
H 20.22 3.88 -9.82
H 18.53 2.56 -11.72
H 19.59 1.86 -10.29
H 16.88 1.86 -10.18
H 17.92 2.26 -8.79
H 16.47 4.06 -10.71
H 16.66 4.07 -8.93
H 18.83 6.85 -11.12
H 17.04 6.33 -10.88
H 16.96 5.25 -12.83
H 18.63 4.88 -12.94
H 19.15 7.25 -13.61
H 17.72 7.85 -12.97
H 17.71 6.91 -14.49
C 11.03 11.90 -10.55
C 12.19 11.09 -9.90
C 13.56 11.26 -10.55
C 14.64 10.26 -10.01
N 15.98 10.26 -10.86
C 16.96 9.32 -10.16
C 17.61 10.17 -9.00
C 17.26 11.67 -9.29
C 16.76 11.60 -10.69
C 15.76 9.79 -12.30
C 14.86 8.48 -12.56
C 14.61 8.40 -14.09
H 11.30 12.92 -10.82
H 10.09 11.90 -9.99
H 10.75 11.48 -11.51
H 11.89 10.05 -9.86
H 12.41 11.59 -8.95
H 13.81 12.28 -10.28
H 13.51 11.33 -11.64
H 14.27 9.24 -10.07
H 14.83 10.44 -8.95
H 17.76 9.13 -10.87
H 16.47 8.43 -9.78
H 18.68 9.99 -8.97
H 17.22 9.85 -8.02
H 18.20 12.22 -9.17
H 16.49 12.14 -8.68
H 17.75 11.49 -11.14
H 16.14 12.46 -10.95
H 16.74 9.81 -12.77
H 15.34 10.68 -12.78
H 13.85 8.63 -12.17
H 15.20 7.51 -12.21
H 14.74 7.34 -14.34
H 15.05 9.22 -14.65
H 13.58 8.40 -14.45
C 6.86 6.34 -4.56
O 8.11 6.13 -3.93
O 6.70 7.69 -4.93
C 6.26 5.20 -5.47
F 6.46 5.24 -6.76
F 6.55 3.93 -4.97
F 5.00 5.15 -5.35
C 9.13 5.77 -4.88
C 10.30 5.38 -4.01
H 10.82 6.24 -3.58
H 10.20 4.59 -3.27
H 11.17 5.00 -4.55
H 9.59 6.47 -5.57
H 8.81 4.93 -5.48
H 6.38 6.13 -3.60
C 13.95 6.54 -8.39
O 14.75 5.96 -7.33
O 14.73 6.63 -9.62
C 12.49 5.95 -8.42
F 12.44 4.59 -8.55
F 11.84 6.16 -7.26
F 11.68 6.43 -9.36
C 15.45 6.71 -6.40
C 16.20 5.78 -5.46
H 15.46 5.13 -4.99
H 16.71 5.09 -6.13
H 16.97 6.28 -4.88
H 14.83 7.42 -5.85
H 16.23 7.30 -6.87
H 13.81 7.54 -7.98
C 9.09 0.51 -9.28
O 9.99 0.90 -8.25
O 9.98 -0.12 -10.20
C 7.81 -0.31 -8.82
F 7.34 -1.22 -9.71
F 8.10 -1.09 -7.80
F 6.73 0.48 -8.54
C 9.38 1.67 -7.21
C 10.56 2.25 -6.58
H 11.30 1.50 -6.32
H 11.16 2.93 -7.18
H 10.29 2.97 -5.80
H 8.79 1.12 -6.48
H 8.78 2.55 -7.44
H 8.64 1.32 -9.85
C 20.27 2.19 -1.29
O 21.01 3.27 -1.98
O 20.75 2.25 0.02
C 18.72 2.01 -1.55
F 18.59 1.70 -2.87
F 18.09 1.05 -0.84
F 18.10 3.17 -1.41
C 20.43 3.84 -3.18
C 19.68 5.17 -3.06
H 19.29 5.47 -4.03
H 18.83 5.28 -2.38
H 20.30 5.94 -2.60
H 19.94 3.13 -3.85
H 21.27 4.05 -3.85
H 20.63 1.39 -1.94
C 15.15 11.59 -4.07
O 14.93 10.60 -3.06
O 15.27 12.84 -3.32
C 16.24 11.13 -5.14
F 17.41 10.83 -4.56
F 15.83 10.04 -5.83
F 16.64 11.92 -6.13
C 14.46 9.30 -3.39
C 13.79 8.63 -2.23
H 14.57 8.65 -1.46
H 12.99 9.23 -1.80
H 13.40 7.62 -2.38
H 15.19 8.53 -3.63
H 13.69 9.33 -4.15
H 14.19 11.68 -4.58
*
```